[1]
Formula: C30H65N3O4
Source: OMol25
Level of theory: wB97M-V/def2-TZVPD

As for the multiplicity: 1. Its SMILES is CC1(C)CCCC(C)(C)N1O.CC1(C)CCCC(C)(C)N1O.CC1(C)CCCC(C)(C)N1O.CC(C)O. The value obtained for the strongest force on any atom is 2.62 eV/A. The value obtained for the highest occupied orbital energy is -7.911 eV. For the LUMO energy, the calculation gives 0.022 Ha. As for the energy above the lowest of the compared OMol25 structures with the same formula, charge and spin: 0.000 eV. As for the HOMO-LUMO gap: 8.4964 eV.

```
102
Properties=species:S:1:pos:R:3:forces:R:3
C -28.5416 -6.5224 -16.4182 0.4 0.2 -0.5
C -28.3131 -6.8535 -14.9296 -0.8 0.0 -1.2
C -28.9582 -8.2136 -14.5924 1.2 0.2 0.9
C -26.8060 -6.9902 -14.6864 0.5 -0.6 0.6
C -26.0364 -5.6739 -14.6759 -0.9 -0.1 0.8
C -26.6573 -4.7079 -13.6504 0.1 -0.3 -0.6
C -28.1865 -4.5531 -13.7380 -0.6 0.4 -0.1
C -28.7415 -4.0293 -12.4124 -0.1 0.5 0.7
C -28.5147 -3.4820 -14.7941 -1.2 -0.3 0.2
N -28.8560 -5.8088 -14.0734 1.5 -0.8 1.5
O -30.2516 -5.7556 -14.0237 -0.1 0.0 -0.4
H -28.5468 -7.4137 -17.0492 0.1 0.0 0.1
H -29.4450 -5.9544 -16.6440 -0.2 -0.2 0.4
H -27.7170 -5.8864 -16.7485 0.0 -0.1 -0.2
H -28.2515 -8.9689 -14.9451 -0.5 -0.2 -0.5
H -28.8664 -8.3302 -13.5058 -0.5 0.0 0.0
H -29.9753 -8.3831 -14.9252 0.0 0.1 -0.2
H -26.6827 -7.5748 -13.7624 0.0 0.7 0.4
H -26.3068 -7.6976 -15.3591 -0.5 0.2 -0.6
H -25.0099 -5.8503 -14.3568 0.1 0.0 -0.3
H -26.0613 -5.2071 -15.6601 0.2 -0.1 -0.1
H -26.2380 -3.7299 -13.8953 0.0 0.1 0.5
H -26.3428 -5.0206 -12.6533 -0.1 0.1 0.1
H -28.5677 -4.5916 -11.4889 0.4 -0.5 -0.4
H -29.8225 -3.8968 -12.4440 0.0 0.1 -0.3
H -28.3026 -3.0485 -12.2054 -0.1 0.1 -0.1
H -28.1986 -2.4839 -14.4899 0.7 -0.1 -0.4
H -29.6040 -3.3685 -14.8474 0.0 -0.3 0.0
H -28.2152 -3.8605 -15.7700 0.4 0.6 -0.1
H -30.4697 -6.2430 -13.2198 -0.1 0.1 -0.1
C -25.9003 -9.6567 -10.7782 0.2 -1.0 0.3
C -24.7329 -8.7122 -10.4551 -0.5 0.7 -1.8
C -23.9195 -8.6318 -11.8015 -0.3 -0.2 0.6
C -25.4047 -7.3434 -10.1586 0.8 -0.4 0.3
C -24.4548 -6.4514 -9.3920 0.2 1.1 -0.9
C -23.8483 -7.0707 -8.1627 -0.6 -0.1 -0.4
C -23.0883 -8.3784 -8.4601 -0.2 1.2 -0.6
C -21.7410 -8.0667 -9.0996 1.0 0.3 0.0
C -22.8439 -9.0107 -7.1072 -0.1 -1.2 0.9
N -23.9839 -9.1631 -9.3172 -0.8 -0.7 1.5
O -23.6369 -10.5380 -9.4619 0.5 0.4 0.1
H -26.6990 -9.1709 -11.3380 0.1 0.2 0.0
H -25.5640 -10.5131 -11.3669 0.0 0.0 0.0
H -26.3263 -10.0833 -9.8666 -0.1 0.2 0.1
H -23.0252 -8.0126 -11.7499 -0.2 0.2 0.0
H -23.6075 -9.6300 -12.1110 0.1 0.0 0.1
H -24.6231 -8.2698 -12.5533 0.2 0.2 -0.2
H -25.6408 -6.8302 -11.0932 -0.1 -0.3 -0.1
H -26.3516 -7.5192 -9.6431 0.1 0.0 0.3
H -23.6671 -6.1440 -10.0941 0.1 -0.1 0.1
H -24.9733 -5.5124 -9.1665 0.1 -0.1 0.3
H -24.7126 -7.2898 -7.5267 0.3 -0.1 0.4
H -23.1791 -6.3555 -7.6838 0.0 -0.1 0.2
H -21.1622 -7.3426 -8.5146 -0.2 -0.1 0.3
H -21.7682 -7.5887 -10.0797 -0.3 -0.4 -0.1
H -21.1209 -8.9653 -9.1260 -0.1 0.0 -0.3
H -23.7228 -8.9835 -6.4571 -0.2 -0.1 -0.3
H -22.0715 -8.5321 -6.5022 0.1 0.4 -0.5
H -22.5135 -10.0556 -7.1437 0.0 0.1 -0.3
H -23.9159 -10.9092 -8.6164 -0.1 -0.2 -0.2
C -24.6524 -0.8068 -2.3053 0.8 -0.7 -0.3
C -25.8979 -0.3043 -3.0391 0.6 0.7 0.3
C -26.8352 0.3133 -2.0035 -1.4 -1.2 1.0
C -25.5189 0.8421 -3.9983 0.6 -0.6 -1.1
C -24.8365 0.2808 -5.2696 0.4 1.5 1.1
C -25.7704 -0.6605 -5.9551 0.5 -0.1 -0.3
C -26.1052 -1.8661 -5.0798 0.0 -1.5 0.3
C -27.2610 -2.6568 -5.7005 -1.7 0.8 -0.5
C -24.9375 -2.8698 -4.9419 0.7 0.6 -0.2
N -26.5643 -1.3594 -3.7789 -1.3 0.4 -0.5
O -26.9659 -2.4317 -2.9169 0.2 0.6 -0.3
H -24.0393 0.0538 -2.0333 -0.1 -0.2 0.6
H -24.8822 -1.5136 -1.5052 -0.3 0.7 0.5
H -23.9975 -1.4660 -2.8845 -0.1 0.5 -0.6
H -27.1709 -0.4493 -1.2843 0.3 -0.2 -0.1
H -26.4381 1.0801 -1.3402 0.4 0.3 -0.5
H -27.7998 0.6255 -2.4150 0.3 0.4 -0.4
H -26.3612 1.4356 -4.3605 -0.4 -0.2 0.5
H -24.8306 1.5216 -3.4953 -0.1 0.0 0.2
H -24.6715 1.1222 -5.9517 0.3 0.0 0.1
H -23.8566 -0.0778 -4.9433 0.0 -0.5 -0.5
H -25.3320 -0.9382 -6.9189 -0.1 -0.5 0.1
H -26.6319 -0.0280 -6.1945 -0.4 -0.5 0.1
H -28.0138 -1.9018 -5.9687 0.0 -0.1 -0.3
H -27.8686 -3.3357 -5.0995 0.8 -0.1 0.6
H -27.0435 -3.2299 -6.6021 0.5 0.3 0.0
H -24.8084 -3.4515 -5.8559 -0.2 -0.1 0.0
H -25.0938 -3.5395 -4.0987 -0.2 -0.1 -0.1
H -23.9788 -2.3658 -4.7909 -0.1 0.0 0.1
H -27.9001 -2.2103 -2.8382 0.0 -0.4 0.2
C -26.0937 -0.9710 -11.5916 0.3 0.8 1.0
C -25.3526 -1.3568 -10.2655 -1.1 -0.8 -2.2
C -26.1890 -2.4333 -9.6310 -1.1 -0.5 1.0
O -24.1204 -1.9374 -10.6997 0.3 0.2 0.7
H -25.4969 -0.2396 -12.1411 -0.1 0.0 -0.1
H -27.0720 -0.5331 -11.3810 0.0 0.1 0.0
H -26.2346 -1.8568 -12.2059 0.1 -0.1 0.1
H -25.1962 -0.5147 -9.5888 0.0 0.1 -0.1
H -27.2179 -2.1271 -9.4019 0.2 0.8 0.1
H -25.8166 -2.7801 -8.6640 0.3 -0.2 -0.2
H -26.4455 -3.2715 -10.2838 0.9 -0.1 -0.2
H -23.6324 -1.2213 -11.1218 0.1 -0.2 0.0
```
Positions in Å, forces in eV/Å.

[2]
Formula: C30H66Br2N4O6S
Source: OMol25
Level of theory: wB97M-V/def2-TZVPD

As for the multiplicity: 1. Its SMILES is C[C@H](Br)[C@H](Br)[C@H]1[C@H](N=C=S)C(=O)N[C@]1(N)CCN.CCOCC.CCOCC.CCOCC.CCOCC.CCOCC. The value obtained for the strongest force on any atom is 1.79 eV/A. The value obtained for the highest occupied orbital energy is -8.942 eV. For the LUMO energy, the calculation gives 0.015 Ha. As for the energy above the lowest of the compared OMol25 structures with the same formula, charge and spin: 0.000 eV. As for the HOMO-LUMO gap: 9.3420 eV.

```
109
Properties=species:S:1:pos:R:3:forces:R:3
C -0.9841 8.7517 3.4465 -0.4 -0.1 -0.5
C -1.5202 7.4454 2.8183 0.3 0.5 1.3
Br -3.4390 7.3669 3.2820 0.2 -0.1 -0.6
C -0.8128 6.1699 3.3539 0.2 0.7 -1.0
Br -1.0447 6.0443 5.2831 0.1 -0.4 -0.3
C 0.6634 6.2368 2.9003 0.2 -0.4 1.0
C 1.8062 6.3199 3.9093 0.8 1.3 0.1
N 1.9219 7.5490 4.7664 -0.4 -1.2 -0.2
C 2.6882 7.4048 5.6959 1.2 1.2 -0.5
S 3.9366 7.4019 6.6517 -0.7 -0.2 0.3
C 2.9981 6.2888 2.8882 -0.6 -0.5 -0.3
O 4.0741 6.7963 2.9969 0.2 -0.1 0.2
N 2.5423 5.5821 1.7512 -0.4 0.5 0.5
C 1.2130 5.0457 2.0685 0.2 -1.6 -0.1
N 1.5019 3.8356 2.8766 -0.7 0.1 0.3
C 0.3043 4.6049 0.8946 0.3 0.8 -0.5
C 1.1139 4.0882 -0.3158 -0.3 0.5 0.1
N 1.4733 5.1877 -1.2251 0.3 -0.1 0.0
H -1.3646 9.5828 2.8431 0.1 0.0 0.2
H 0.1084 8.7985 3.4440 -0.2 -0.1 0.1
H -1.3696 8.8546 4.4615 0.3 0.0 -0.1
H -1.4319 7.5216 1.7317 -0.2 -0.4 0.1
H -1.2802 5.3220 2.8463 -0.1 -0.1 0.6
H 0.8127 7.1391 2.2935 -0.3 -0.3 -0.2
H 1.8963 5.4878 4.6070 -0.3 -0.3 -0.6
H 3.2112 4.9427 1.3436 0.1 0.2 -0.1
H 2.3409 3.3678 2.5609 0.0 0.1 0.0
H 0.7501 3.1560 2.8376 0.1 0.0 0.2
H -0.3078 5.4787 0.6099 0.1 -0.3 -0.3
H -0.4216 3.8440 1.2050 0.3 0.1 0.3
H 0.5455 3.3337 -0.8722 0.0 0.1 0.2
H 2.0189 3.5812 0.0489 -0.2 0.0 -0.1
H 1.0178 6.0493 -0.9532 -0.1 -0.1 0.0
H 2.4651 5.3871 -1.1857 -0.1 0.0 -0.1
C 1.8937 -0.9037 5.5484 0.0 -0.1 -0.2
C 0.6677 -0.0861 5.1776 0.0 -0.1 0.2
O 0.7431 0.5011 3.8913 0.0 0.3 -0.1
C 0.8680 -0.3992 2.8023 0.0 -0.1 -0.1
C -0.2981 -1.3585 2.6628 0.0 -0.1 0.2
H 2.8001 -0.3057 5.4399 0.0 0.0 0.1
H 1.8196 -1.2486 6.5806 0.0 0.0 0.0
H 2.0020 -1.7834 4.9098 0.0 0.0 0.0
H 0.5661 0.7431 5.8791 0.0 0.1 -0.1
H -0.2441 -0.6863 5.2717 0.0 -0.1 0.0
H 1.8160 -0.9447 2.8646 0.0 -0.1 0.0
H 0.9240 0.2222 1.9058 0.0 0.1 0.1
H -0.3569 -2.0459 3.5088 0.1 -0.1 0.0
H -0.1865 -1.9544 1.7567 0.0 0.1 0.0
H -1.2436 -0.8155 2.6149 0.0 0.0 -0.1
C 3.3115 -5.7504 4.6565 0.1 0.0 -0.1
C 2.1525 -5.0366 3.9820 0.0 -0.1 0.1
O 2.5525 -4.0053 3.0975 -0.1 0.2 0.0
C 3.3585 -4.3994 2.0002 0.0 0.0 -0.1
C 2.6834 -5.3927 1.0682 -0.1 -0.1 0.2
H 3.9642 -5.0333 5.1568 -0.1 0.0 0.0
H 2.9394 -6.4632 5.3932 0.0 0.0 0.0
H 3.9195 -6.3025 3.9376 0.0 -0.1 0.0
H 1.5394 -4.5539 4.7447 0.0 0.1 -0.1
H 1.5013 -5.7516 3.4669 0.0 0.0 0.0
H 4.3219 -4.7849 2.3506 0.0 -0.1 0.0
H 3.5731 -3.4831 1.4477 -0.1 0.1 0.1
H 2.5032 -6.3514 1.5574 0.1 0.0 0.0
H 3.3105 -5.5793 0.1953 0.0 0.0 0.0
H 1.7179 -5.0072 0.7362 0.0 0.0 0.0
C -1.4659 -1.8369 -3.3908 0.1 -0.2 0.0
C -0.6271 -1.0272 -2.4192 0.0 0.0 -0.2
O -0.4058 -1.6773 -1.1798 -0.1 0.2 0.3
C 0.2820 -2.9112 -1.2213 0.1 -0.1 0.0
C 1.6889 -2.8109 -1.7834 0.0 0.1 -0.2
H -2.4067 -2.1375 -2.9272 0.0 0.1 0.0
H -1.6830 -1.2513 -4.2857 0.0 0.0 0.0
H -0.9503 -2.7470 -3.7054 0.0 0.0 -0.1
H -1.1516 -0.1007 -2.1823 0.0 0.0 0.1
H 0.3256 -0.7358 -2.8759 0.0 -0.1 0.0
H -0.3031 -3.6634 -1.7628 0.0 0.0 -0.1
H 0.3385 -3.2485 -0.1846 -0.1 0.1 0.0
H 1.6872 -2.5373 -2.8402 0.0 -0.1 0.0
H 2.2000 -3.7703 -1.6902 0.0 0.0 0.0
H 2.2625 -2.0507 -1.2499 0.0 0.0 0.1
C -4.8027 -3.9273 -0.7677 -0.2 -0.1 0.0
C -4.2764 -4.3605 -2.1254 0.0 0.1 0.1
O -4.5646 -5.7085 -2.4475 0.2 -0.1 0.0
C -5.9364 -6.0523 -2.5207 -0.1 0.0 -0.1
C -6.7043 -5.2826 -3.5820 0.1 0.2 0.0
H -4.4497 -4.6029 0.0130 0.1 0.0 0.0
H -4.4676 -2.9150 -0.5373 0.0 0.0 0.0
H -5.8937 -3.9315 -0.7370 0.0 0.1 0.0
H -3.1886 -4.2771 -2.1224 0.0 -0.2 -0.1
H -4.6374 -3.6934 -2.9169 -0.1 0.0 0.0
H -6.4114 -5.9441 -1.5394 0.0 0.1 0.0
H -5.9626 -7.1154 -2.7629 0.1 0.0 0.0
H -6.7585 -4.2178 -3.3484 -0.1 0.0 0.0
H -7.7257 -5.6577 -3.6569 0.0 0.0 0.0
H -6.2189 -5.3810 -4.5542 0.0 -0.1 0.0
C -1.4755 -0.3009 -9.0768 0.1 -0.2 0.0
C -0.6404 0.5066 -8.0977 -0.1 0.1 -0.1
O -0.4155 -0.1478 -6.8622 -0.1 0.1 0.2
C 0.2797 -1.3800 -6.9256 0.1 -0.1 0.0
C 1.6812 -1.2633 -7.5004 0.0 0.1 -0.2
H -2.4162 -0.6074 -8.6165 0.0 0.1 0.0
H -1.6940 0.2916 -9.9659 0.0 0.0 0.0
H -0.9576 -1.2058 -9.3998 0.0 0.0 -0.1
H -1.1696 1.4286 -7.8544 0.0 0.0 0.1
H 0.3110 0.8052 -8.5515 0.0 -0.1 0.0
H -0.3086 -2.1236 -7.4745 0.0 0.0 -0.1
H 0.3469 -1.7361 -5.8963 -0.1 0.1 0.0
H 1.6630 -0.9692 -8.5513 0.0 -0.1 0.0
H 2.1990 -2.2209 -7.4332 0.0 0.0 0.0
H 2.2565 -0.5104 -6.9594 0.0 0.0 0.1
```
Positions in Å, forces in eV/Å.